A.
Formula: C11H17N2
Source: the Open Molecules 2025 dataset
Level of theory: the ωB97M-V functional and the def2-TZVPD basis

Properties
HOMO-LUMO gap ... 7.02 eV
LUMO ... -4.95 eV
Highest occupied orbital energy ... -11.97 eV
Total charge ... +1

Each line ends with the Löwdin charge.
CARTESIAN COORDINATES (ANGSTROEM)
C: -2.1277 -2.1647 -0.2524  -0.02
C: -0.9115 -2.6252 -0.8408  -0.04
C: -2.2122 -0.9311 0.4043  -0.02
C: 0.2031 -1.8047 -0.6919  -0.02
C: -1.0798 -0.0938 0.4754  -0.17
C: 0.1474 -0.5294 -0.0533  -0.20
C: -1.2699 1.3092 1.0026  -0.12
C: -2.5887 2.0456 0.5550  -0.29
C: 1.2731 0.3332 0.1036  0.10
C: 3.2125 0.6355 -1.0579  0.00
C: 3.0595 -0.4730 1.2509  0.03
N: -2.8622 1.7233 -0.8267  0.01
N: 2.5581 -0.2641 -0.1046  -0.25
H: -3.2189 -2.6471 -0.4200  0.17
H: -0.7893 -3.5789 -1.4133  0.13
H: -3.2876 -0.5973 0.8158  0.17
H: 1.1593 -2.0297 -1.1850  0.11
H: -1.3075 1.3031 2.0943  0.13
H: -0.5219 1.9444 0.3709  0.13
H: -3.4732 1.6821 1.1357  0.11
H: -2.6042 3.0716 0.8247  0.10
H: 3.4825 1.5337 -0.5734  0.10
H: 4.1857 0.2449 -1.4034  0.12
H: 2.7011 0.7704 -2.0092  0.12
H: 4.0542 -0.6520 1.1468  0.08
H: 2.8183 0.2749 1.9695  0.11
H: 2.5695 -1.3526 1.7474  0.14
H: -3.5843 2.3156 -1.0963  0.05
H: -2.0050 1.7551 -1.3678  0.08
H: 2.4194 -1.1994 -0.6009  0.16

***

B.
Formula: C11H17N2
Source: the Open Molecules 2025 dataset
Level of theory: the ωB97M-V functional and the def2-TZVPD basis

Properties
HOMO-LUMO gap ... 7.98 eV
LUMO ... -2.93 eV
Highest occupied orbital energy ... -10.91 eV
Total charge ... +1

Each line ends with the Löwdin charge.
CARTESIAN COORDINATES (ANGSTROEM)
C: -0.0409 -1.1365 -2.7298  -0.02
C: -1.1418 1.8785 -0.7207  -0.26
C: -1.0346 0.4419 -0.8571  -0.11
C: -0.4641 0.2511 -2.1560  -0.22
C: -0.2392 1.4739 -2.7333  -0.03
C: -1.7881 2.4271 0.2963  0.02
C: -2.2814 1.5664 1.4038  -0.03
C: -1.6487 -0.4338 0.1439  -0.07
C: -2.1551 0.1988 1.2662  -0.16
N: -0.7637 2.4545 -1.9070  0.08
H: -0.5250 3.5057 -2.0782  0.22
H: -2.1395 3.3494 0.1423  0.08
H: 0.3429 1.5183 -3.5833  0.11
H: -2.8589 2.0010 2.2506  0.12
H: -1.9829 -1.4088 0.0435  0.09
H: -0.6771 -1.7658 -2.0159  0.08
H: 0.9561 -1.2939 -2.7359  0.02
H: -2.6541 -0.3233 2.0625  0.10
H: -0.4209 -1.5109 -3.7374  0.10
C: 2.0660 -0.9751 2.2250  -0.16
C: 3.0893 -1.4687 1.2258  -0.08
N: 0.6884 -1.1448 1.5026  0.22
H: 2.0977 -1.5961 3.1129  0.13
H: 2.2058 0.0397 2.3714  0.10
H: 3.4643 -0.4566 0.6123  0.15
H: 2.6863 -2.1854 0.5886  0.04
H: -0.0579 -1.2876 2.1005  0.11
H: 0.4243 -0.3748 0.9488  0.10
H: 0.8431 -1.9886 0.9813  0.14
H: 4.0097 -1.7555 1.9764  0.15

***

C.
Formula: C11H17N2
Source: the Open Molecules 2025 dataset
Level of theory: the ωB97M-V functional and the def2-TZVPD basis

Properties
HOMO-LUMO gap ... 9.92 eV
LUMO ... -2.64 eV
Highest occupied orbital energy ... -12.57 eV
Total charge ... +1
SMILES ... C=C[C@@H]1CCc2c1[n+](C)c(C)n2C

Each line ends with the Löwdin charge.
CARTESIAN COORDINATES (ANGSTROEM)
C: -0.6094 2.1563 0.7824  -0.10
C: 2.6724 0.5440 0.9810  -0.15
C: -0.7677 0.8580 0.1152  -0.16
C: 0.4295 0.4678 -0.3766  -0.12
C: -1.0277 -1.0025 -0.9059  -0.25
C: 0.8730 2.3764 0.9394  -0.10
C: 1.5959 1.2729 0.1311  -0.21
C: -1.7288 -2.1968 -1.3226  0.05
C: 2.3785 -0.3704 1.8917  0.02
C: -2.9937 -0.0679 0.3182  0.06
C: 1.2260 -1.4673 -1.7120  0.04
N: -1.6386 -0.1088 -0.1683  0.00
N: 0.2686 -0.7349 -0.9783  0.01
H: -1.1413 3.0056 0.2827  0.15
H: 3.7212 0.4734 0.6180  0.11
H: 1.1004 3.2400 0.4181  0.10
H: 1.1652 2.4740 1.9711  0.13
H: 2.2677 1.5914 -0.7023  0.15
H: -2.6951 -2.2704 -0.8821  0.07
H: -1.1439 -3.0324 -0.8664  0.12
H: -1.7404 -2.4103 -2.3836  0.11
H: 1.2411 -0.5848 1.9809  0.10
H: 3.1370 -1.0257 2.3059  0.07
H: -1.0467 2.0329 1.7855  0.13
H: -3.3423 -1.0692 0.6343  0.12
H: -2.8883 0.6516 1.1175  0.11
H: -3.6496 0.2036 -0.4681  0.10
H: 2.1915 -1.0959 -1.2570  0.13
H: 1.0814 -1.4176 -2.7864  0.12
H: 1.0640 -2.4932 -1.4632  0.09

***

D.
Formula: C11H17N2
Source: the Open Molecules 2025 dataset
Level of theory: the ωB97M-V functional and the def2-TZVPD basis

Properties
HOMO-LUMO gap ... 8.20 eV
LUMO ... -3.00 eV
Highest occupied orbital energy ... -11.20 eV
Total charge ... +1

Each line ends with the Löwdin charge.
CARTESIAN COORDINATES (ANGSTROEM)
C: 0.0712 -1.0660 -2.4903  -0.06
C: -1.5349 1.9521 -0.8823  -0.17
C: -1.2996 0.5408 -0.9716  -0.17
C: -0.4246 0.2591 -2.1076  -0.25
C: -0.3087 1.4526 -2.7614  -0.03
C: -1.8498 2.4307 0.4148  -0.02
C: -2.0899 1.5585 1.4117  -0.12
C: -1.8479 -0.3653 -0.0678  -0.08
C: -2.2174 0.1613 1.1704  -0.12
N: -0.7702 2.4563 -1.9263  0.07
H: -1.0570 3.3496 -2.2792  0.15
H: -1.8286 3.5894 0.4575  0.15
H: 0.3030 1.5301 -3.6651  0.14
H: -2.0876 1.8051 2.4593  0.10
H: -2.0611 -1.4295 -0.2648  0.13
H: 0.0178 -1.7061 -1.6174  0.04
H: 1.0689 -1.0593 -3.0255  0.11
H: -2.7329 -0.5103 1.8556  0.11
H: -0.6314 -1.6417 -3.1202  0.10
C: 2.0794 -0.9508 2.1498  -0.19
C: 3.0335 -1.6423 1.2059  -0.08
N: 0.6935 -0.9293 1.5672  0.16
H: 2.0906 -1.4774 3.1240  0.13
H: 2.3611 0.1373 2.4529  0.16
H: 3.9851 -1.1513 1.1171  0.08
H: 2.7703 -1.7845 0.1259  0.10
H: -0.0629 -1.3951 2.1304  0.18
H: 0.3012 -0.0204 1.2304  0.15
H: 0.7082 -1.4901 0.6921  0.14
H: 3.3207 -2.6035 1.6146  0.08

***

Stability check: which of them is most stable? D.

***

A.
Formula: C44H54BCl5N2O2Rb
Source: the Open Molecules 2025 dataset
Level of theory: the ωB97M-V functional and the def2-TZVPD basis

Properties
HOMO-LUMO gap (spin up / spin down) ... 5.38 / 5.61 eV
LUMO (spin up / spin down) ... 1.24 / 1.98 eV
Highest occupied orbital energy (spin up / spin down) ... -4.14 / -3.62 eV
Total charge ... -1

Each line ends with the Löwdin charge.
CARTESIAN COORDINATES (ANGSTROEM)
Rb: -0.3982 0.7591 0.8179  0.80
C: -2.7619 0.1394 3.4431  -0.04
C: -2.2506 -1.0633 2.6832  -0.24
C: -2.9863 -1.5427 1.5927  -0.20
C: -4.3150 -0.9027 1.2673  -0.03
C: -2.4893 -2.5881 0.8088  -0.18
C: -3.3202 -3.0845 -0.3537  -0.04
C: -1.2323 -3.1383 1.0968  -0.17
C: -0.6964 -4.3043 0.2948  -0.04
C: -0.4759 -2.6254 2.1566  -0.19
C: 0.9399 -3.0921 2.4028  -0.05
C: -1.0128 -1.6376 2.9913  -0.22
C: -0.2142 -1.1881 4.1895  -0.05
H: -3.5397 -0.1313 4.1642  0.09
H: -3.1779 0.8796 2.7590  0.07
H: -1.9643 0.6434 3.9833  0.07
H: -4.8480 -0.6222 2.1750  0.08
H: -4.9612 -1.5662 0.6968  0.07
H: -4.1794 0.0140 0.6831  0.10
H: -4.2028 -3.6324 -0.0089  0.09
H: -2.7621 -3.7411 -1.0128  0.05
H: -3.6776 -2.2495 -0.9609  0.07
H: -1.4962 -4.9750 -0.0145  0.07
H: 0.0018 -4.8956 0.8829  0.07
H: -0.1699 -3.9802 -0.6081  0.08
H: 0.9888 -3.8776 3.1644  0.09
H: 1.5582 -2.2603 2.7389  0.07
H: 1.4009 -3.4753 1.4951  0.07
H: -0.8424 -0.7282 4.9481  0.07
H: 0.5571 -0.4672 3.8986  0.04
H: 0.2894 -2.0375 4.6524  0.08
Cl: 3.1875 -0.6270 0.3253  0.61
C: 3.2993 0.6864 1.5295  -0.72
C: 2.2246 0.8996 2.3579  -0.24
C: 2.3523 1.9920 3.1899  -0.71
Cl: 1.0108 2.3732 4.2798  0.62
C: 3.4660 2.8268 3.2276  -0.71
Cl: 3.5513 4.2003 4.2799  0.63
C: 4.5434 2.5338 2.3916  -0.72
Cl: 5.9627 3.5240 2.4197  0.63
C: 4.4691 1.4421 1.5301  -0.71
Cl: 5.8212 1.0578 0.5150  0.65
C: 2.0207 3.0510 -0.8449  -0.04
C: 1.8919 2.9175 -2.3610  -0.35
C: 2.1546 4.2447 -3.0705  -0.05
C: 2.8190 1.8154 -2.8271  -0.13
C: 4.1909 1.9332 -2.6223  -0.04
C: 5.0510 0.9011 -2.9462  -0.09
C: 4.5498 -0.2860 -3.4579  -0.03
C: 3.1877 -0.4442 -3.6777  -0.13
C: 2.6155 -1.7792 -4.1144  -0.36
C: 2.2972 -2.6117 -2.8670  -0.06
C: 3.5234 -2.5555 -5.0646  -0.07
C: 2.3419 0.6312 -3.3816  -0.12
N: 0.9590 0.5293 -3.7241  0.03
B: -0.1956 0.1977 -2.9725  -0.21
N: -1.2930 0.2472 -3.8759  0.03
C: -0.7916 0.6432 -5.1233  -0.07
C: 0.5433 0.8107 -5.0326  -0.05
C: -2.6951 0.1090 -3.6473  -0.10
C: -3.2960 -1.1525 -3.7439  -0.13
C: -4.6710 -1.2320 -3.5485  -0.05
C: -5.4300 -0.1042 -3.2812  -0.07
C: -4.8173 1.1325 -3.2025  -0.03
C: -3.4423 1.2631 -3.3801  -0.11
C: -2.8113 2.6424 -3.3237  -0.36
C: -3.2144 3.4058 -2.0594  -0.05
C: -3.1682 3.4394 -4.5814  -0.06
C: -2.5666 -2.4404 -4.0977  -0.35
C: -1.2672 -2.7228 -3.3377  -0.07
C: -2.3295 -2.5480 -5.6073  -0.05
H: 1.1693 3.5770 -0.4105  0.07
H: 2.9383 3.5811 -0.5728  0.09
H: 2.0980 2.0579 -0.4035  0.05
H: 0.8672 2.6174 -2.5850  0.12
H: 3.1778 4.5859 -2.8967  0.07
H: 1.4776 5.0114 -2.6894  0.08
H: 2.0050 4.1563 -4.1488  0.08
H: 4.5844 2.8349 -2.1688  0.11
H: 6.1133 1.0073 -2.7659  0.10
H: 5.2288 -1.1010 -3.6731  0.10
H: 1.6772 -1.5905 -4.6404  0.12
H: 3.2136 -2.8208 -2.3094  0.08
H: 1.8319 -3.5623 -3.1392  0.08
H: 1.6212 -2.0742 -2.1986  0.06
H: 4.4414 -2.8816 -4.5719  0.07
H: 3.8001 -1.9540 -5.9322  0.08
H: 3.0107 -3.4520 -5.4185  0.08
H: -1.4411 0.7791 -5.9727  0.12
H: 1.2505 1.1051 -5.7908  0.13
H: -5.1517 -2.2024 -3.6086  0.11
H: -6.4988 -0.1930 -3.1304  0.10
H: -5.4094 2.0142 -2.9915  0.11
H: -1.7274 2.5203 -3.3102  0.12
H: -4.2821 3.6419 -2.0639  0.07
H: -2.6681 4.3477 -1.9950  0.09
H: -2.9955 2.8532 -1.1463  0.06
H: -4.2480 3.5951 -4.6479  0.08
H: -2.8453 2.9250 -5.4893  0.07
H: -2.6886 4.4197 -4.5542  0.08
H: -3.2687 -3.2355 -3.8298  0.12
H: -0.4139 -2.2489 -3.8211  0.05
H: -1.0780 -3.7988 -3.3199  0.09
H: -1.3090 -2.3699 -2.3064  0.07
H: -1.6130 -1.7946 -5.9394  0.07
H: -3.2580 -2.4122 -6.1647  0.08
H: -1.9196 -3.5301 -5.8552  0.08
O: -2.1283 2.6609 1.1094  -0.49
O: -1.0365 3.2358 0.6240  -0.49

***

B.
Formula: C44H54BCl5N2O2Rb
Source: the Open Molecules 2025 dataset
Level of theory: the ωB97M-V functional and the def2-TZVPD basis

Properties
HOMO-LUMO gap ... 6.92 eV
LUMO ... 2.10 eV
Highest occupied orbital energy ... -4.82 eV
Total charge ... -1

Each line ends with the Löwdin charge.
CARTESIAN COORDINATES (ANGSTROEM)
Rb: -0.5647 0.4156 0.7240  0.95
C: 1.1980 -4.0388 -0.7098  -0.05
C: -0.0514 -3.5300 -0.0229  -0.18
C: -0.0420 -3.2761 1.3513  -0.19
C: 1.2351 -3.4342 2.1510  -0.05
C: -1.2056 -2.8245 1.9825  -0.21
C: -1.2054 -2.6045 3.4825  -0.05
C: -2.3645 -2.5910 1.2339  -0.20
C: -3.5778 -1.9549 1.8812  -0.03
C: -2.3768 -2.8675 -0.1357  -0.19
C: -3.6286 -2.6208 -0.9438  -0.03
C: -1.2070 -3.2918 -0.7711  -0.18
C: -1.1565 -3.3836 -2.2797  -0.04
H: 1.8472 -3.2180 -1.0350  0.09
H: 0.9491 -4.6261 -1.5925  0.07
H: 1.7808 -4.6791 -0.0484  0.07
H: 1.2785 -2.7193 2.9719  0.05
H: 2.1140 -3.2619 1.5324  0.07
H: 1.3282 -4.4361 2.5843  0.09
H: -0.8519 -1.6048 3.7609  0.07
H: -0.5566 -3.3239 3.9806  0.07
H: -2.2034 -2.7295 3.8990  0.07
H: -3.2981 -1.3483 2.7417  0.07
H: -4.3038 -2.6994 2.2257  0.09
H: -4.0886 -1.2942 1.1801  0.06
H: -3.6180 -1.6012 -1.3486  0.07
H: -4.5276 -2.7361 -0.3380  0.08
H: -3.7044 -3.3188 -1.7775  0.08
H: -1.3369 -4.4026 -2.6424  0.09
H: -0.1826 -3.0632 -2.6489  0.08
H: -1.8900 -2.7189 -2.7312  0.06
Cl: 1.4426 0.2691 3.0111  0.55
C: 1.2197 2.0028 3.3654  -0.70
C: 0.3487 2.7132 2.5651  -0.22
C: 0.2615 4.0499 2.9059  -0.71
Cl: -0.8075 5.0861 1.9455  0.65
C: 0.9678 4.6583 3.9445  -0.71
Cl: 0.8055 6.3485 4.3001  0.63
C: 1.8300 3.8796 4.7161  -0.72
Cl: 2.7248 4.5840 6.0170  0.64
C: 1.9609 2.5249 4.4226  -0.71
Cl: 3.0310 1.5410 5.3704  0.63
C: 2.3794 2.1788 -0.3761  -0.05
C: 1.5242 3.3340 -0.9075  -0.35
C: 1.9826 4.6680 -0.3150  -0.06
C: 1.5709 3.3655 -2.4228  -0.11
C: 2.8070 3.5490 -3.0411  -0.04
C: 2.9337 3.5466 -4.4168  -0.08
C: 1.8166 3.3182 -5.2039  -0.05
C: 0.5708 3.1021 -4.6281  -0.12
C: -0.5847 2.6699 -5.5081  -0.37
C: -0.4443 1.1687 -5.7886  -0.05
C: -0.6841 3.4572 -6.8140  -0.07
C: 0.4432 3.1695 -3.2273  -0.08
N: -0.8522 3.0149 -2.6390  0.09
B: -1.4665 1.8596 -2.0148  -0.73
N: -2.8556 2.2363 -1.8096  0.11
C: -2.9956 3.5671 -2.2575  -0.07
C: -1.8249 4.0240 -2.7328  -0.06
C: -3.9753 1.5774 -1.1982  -0.09
C: -4.8070 0.7498 -1.9622  -0.13
C: -5.9137 0.1701 -1.3473  -0.05
C: -6.2176 0.4081 -0.0182  -0.08
C: -5.4034 1.2518 0.7163  -0.05
C: -4.2817 1.8468 0.1438  -0.12
C: -3.4721 2.8161 0.9863  -0.37
C: -3.0850 2.2272 2.3454  -0.07
C: -4.2585 4.1158 1.1780  -0.06
C: -4.6573 0.4949 -3.4542  -0.35
C: -3.2441 0.2197 -3.9718  -0.05
C: -5.3074 1.6421 -4.2424  -0.05
H: 2.2565 2.0887 0.7043  0.05
H: 3.4408 2.3405 -0.5887  0.08
H: 2.0853 1.2335 -0.8397  0.08
H: 0.4963 3.1591 -0.5884  0.11
H: 2.9918 4.9161 -0.6581  0.07
H: 1.9960 4.6171 0.7751  0.06
H: 1.3133 5.4798 -0.6083  0.08
H: 3.6864 3.6990 -2.4252  0.11
H: 3.9037 3.7002 -4.8770  0.10
H: 1.9227 3.2709 -6.2827  0.10
H: -1.5103 2.8301 -4.9590  0.11
H: 0.5044 0.9727 -6.2978  0.08
H: -1.2579 0.8131 -6.4262  0.08
H: -0.4577 0.5940 -4.8595  0.08
H: 0.1308 3.2095 -7.5004  0.07
H: -0.6599 4.5349 -6.6323  0.08
H: -1.6227 3.2164 -7.3213  0.08
H: -3.9374 4.0880 -2.1762  0.12
H: -1.5935 4.9930 -3.1463  0.12
H: -6.5470 -0.4896 -1.9325  0.11
H: -7.0817 -0.0598 0.4385  0.10
H: -5.6440 1.4573 1.7532  0.11
H: -2.5499 3.0619 0.4576  0.11
H: -3.9602 2.0964 2.9888  0.08
H: -2.3801 2.8829 2.8525  0.05
H: -2.6055 1.2570 2.2161  0.03
H: -5.1810 3.9226 1.7349  0.08
H: -4.5307 4.5580 0.2170  0.07
H: -3.6661 4.8415 1.7371  0.05
H: -5.2502 -0.4019 -3.6467  0.12
H: -2.7360 1.1560 -4.2075  0.06
H: -3.2988 -0.3690 -4.8927  0.09
H: -2.6411 -0.3214 -3.2364  0.07
H: -4.7488 2.5673 -4.0812  0.07
H: -6.3419 1.8055 -3.9322  0.08
H: -5.2955 1.4228 -5.3149  0.08
O: -0.7637 0.7353 -1.7136  -0.20
O: -1.6375 -0.3278 -1.2026  -0.50

***

Stability check: which of them is most stable? B.

***

A.
Formula: C2H4ClFO
Source: the Open Molecules 2025 dataset
Level of theory: the ωB97M-V functional and the def2-TZVPD basis

Properties
HOMO-LUMO gap ... 11.39 eV
LUMO ... 0.84 eV
Highest occupied orbital energy ... -10.55 eV
Total charge ... 0
SMILES ... OC[C@H](F)Cl

Each line ends with the Löwdin charge.
CARTESIAN COORDINATES (ANGSTROEM)
C: 0.3524 0.7637 -0.2353  -0.26
C: -0.6651 -0.3590 0.0602  -0.65
H: 1.3197 -0.6314 0.7724  0.12
H: 0.0403 1.6926 0.5101  0.16
H: 0.0688 1.1976 -1.1626  0.09
H: -1.7359 -0.2075 0.3898  0.13
O: 1.6022 0.1327 0.1045  -0.10
F: -0.0988 -1.1405 0.9835  -0.05
Cl: -0.8836 -1.4482 -1.4226  0.56

***

B.
Formula: C2H4ClFO
Source: the Open Molecules 2025 dataset
Level of theory: the ωB97M-V functional and the def2-TZVPD basis

Properties
HOMO-LUMO gap (spin up / spin down) ... 9.18 / 8.15 eV
LUMO (spin up / spin down) ... -0.20 / -0.68 eV
Highest occupied orbital energy (spin up / spin down) ... -9.38 / -8.82 eV
Total charge ... 0

Each line ends with the Löwdin charge.
CARTESIAN COORDINATES (ANGSTROEM)
C: 0.6373 -0.0718 -0.0641  -0.29
C: -2.2354 0.3754 0.4595  -0.63
O: -0.2791 -0.7624 0.6285  -0.20
F: -1.7404 1.2280 -0.4183  -0.04
Cl: -3.3723 -0.6284 -0.2063  0.78
H: 0.1017 0.8214 -0.4628  0.07
H: 1.1168 -0.4278 -1.0119  0.08
H: 1.4484 0.1337 0.7190  0.10
H: -2.1597 0.7290 1.5253  0.13

***

Stability check: which of them is most stable? A.